DFT (ωB97M-V/def2-TZVPD) results for an isolated ion of composition C4H12NS2 and charge +1 in a non-equilibrium geometry.

Structure (ORCA input):
```
! RIJCOSX wB97M-V def2-TZVPD def2/J DEFGRID3
* xyz 1 1
N -0.214 0.814 1.818
C 1.198 0.614 1.278
C 2.126 1.674 1.832
C 1.146 0.560 -0.256
S 0.489 -1.030 -0.854
S -1.552 -0.753 -0.510
C -2.104 -0.529 -2.226
H -0.140 0.900 2.836
H -0.680 -0.026 1.509
H -0.652 1.654 1.423
H 1.462 -0.412 1.563
H 2.285 1.527 2.872
H 3.098 1.649 1.355
H 1.644 2.629 1.728
H 2.186 0.330 -0.427
H 0.718 1.422 -0.754
H -3.123 -0.238 -2.264
H -1.516 0.295 -2.586
H -2.036 -1.440 -2.788
*
```

The HOMO energy comes out at -12.77 eV. The value obtained for the energy above the lowest of the compared OMol25 structures with the same formula, charge and spin is 26.9 kJ/mol. Its structure (SMILES) is CSSC[C@@H](C)[NH3+].

---

DFT (ωB97M-V/def2-TZVPD) results for C7H6AlNO7 as an isolated structure in a non-equilibrium geometry.

Structure (ORCA input):
```
! RIJCOSX wB97M-V def2-TZVPD def2/J DEFGRID3
* xyz 2 1
O 1.625 2.732 -1.653
C 0.728 3.139 -0.638
Al 0.772 0.485 0.131
O -1.094 2.548 -2.145
C -0.566 2.537 -1.056
C 0.992 2.445 0.645
O 1.383 3.012 1.644
C -1.029 1.611 0.086
O -2.060 1.594 0.686
C 1.690 1.217 -1.617
O 2.083 0.729 -2.648
H 0.604 4.238 -0.552
N -1.496 -3.125 0.637
C 0.013 -3.057 0.935
C 0.368 -1.672 0.520
O 1.262 -0.951 1.187
O -0.456 -1.033 -0.244
H -2.052 -2.764 1.424
H -1.792 -4.100 0.544
H -1.760 -2.538 -0.193
H 0.276 -3.241 2.011
H 0.509 -3.804 0.297
*
```

The HOMO energy (spin up / spin down) comes out at -17.30 / -17.34 eV. The value obtained for the energy above the lowest of the compared OMol25 structures with the same formula, charge and spin is 161.3 kJ/mol.

---

DFT (ωB97M-V/def2-TZVPD) results for C5H12N2 as an isolated structure in a non-equilibrium geometry.

Structure (ORCA input):
```
! RIJCOSX wB97M-V def2-TZVPD def2/J DEFGRID3
* xyz 0 1
C 2.106 0.155 3.585
C 1.008 -0.023 2.585
C -0.555 -0.170 -0.737
C -1.076 -0.038 -2.174
C -1.895 0.878 -3.646
N -1.186 1.371 -2.623
N 0.497 -1.261 2.259
H 2.572 1.150 3.688
H 2.272 -0.214 2.337
H 2.450 -0.646 4.244
H 0.230 0.777 2.389
H 0.425 -0.794 -0.639
H -1.297 -0.557 -0.088
H -0.233 -0.488 -2.879
H -2.025 -0.589 -2.174
H -3.002 0.920 -3.505
H -1.314 0.466 -4.509
H 1.394 -1.850 2.241
H -0.371 0.913 -0.354
*
```

The HOMO energy comes out at -7.45 eV. The value obtained for the energy above the lowest of the compared OMol25 structures with the same formula, charge and spin is 891.3 kJ/mol.